(1)
123
Properties=species:S:1:pos:R:3 method="wB97M-V/def2-TZVPD" lumo_ev=0.16
C 4.8580 4.3156 0.7620
C 3.6305 3.2737 0.9475
C 2.9594 3.1037 -0.4802
C 1.5168 2.4172 -0.3543
O 0.6531 3.2260 0.4831
Si -0.4431 4.1851 -0.4217
O -0.8710 5.6807 0.3001
Si 0.1751 6.1868 1.5787
P 0.2255 4.8696 3.3426
C 1.3001 5.7492 4.6376
C -1.4744 4.6384 4.1256
P 2.2412 6.6652 0.8474
C 2.0892 8.0437 -0.4282
O 3.0702 7.3633 2.1845
C -1.9100 3.0773 -0.9058
Cl -1.5420 1.6655 -2.0203
C -3.2294 3.1929 -0.4965
C -3.6767 4.3463 0.4772
Cl -4.5450 2.0273 -0.9933
H 4.8405 5.1102 1.5580
H 5.8248 3.7385 0.7837
H 4.7231 4.8088 -0.2537
H 2.9218 3.6966 1.7202
H 4.0358 2.3082 1.3630
H 3.5845 2.4005 -1.1128
H 2.8001 4.1093 -0.9870
H 1.1322 2.2901 -1.4063
H 1.6533 1.4305 0.1801
H 0.2551 4.5187 -1.6849
H -0.3614 7.4958 2.0468
H 2.3723 5.7082 4.2737
H 1.0338 6.8455 4.7089
H 1.2152 5.1939 5.6132
H -2.3393 4.8368 3.4317
H -1.5355 3.5478 4.4435
H -1.6348 5.2870 5.0443
H 1.4181 8.8604 0.0094
H 3.0727 8.5616 -0.6518
H 1.5766 7.7049 -1.3742
H 2.6711 8.2332 2.3738
H -4.7826 4.3600 0.6837
H -3.3787 5.3501 0.0394
H -3.1553 4.1696 1.4657
C 2.0334 -4.8121 -0.2301
C 2.8081 -3.5337 -0.5249
C 2.0420 -2.2690 -0.1400
C 0.7302 -2.0548 -0.9016
C 0.8679 -1.9968 -2.4240
C 1.7315 -0.8359 -2.8982
H 1.1001 -4.8583 -0.7966
H 2.6245 -5.6886 -0.5025
H 1.7910 -4.8835 0.8335
H 3.0889 -3.5096 -1.5823
H 3.7444 -3.5572 0.0420
H 2.6931 -1.4014 -0.2878
H 1.8174 -2.2961 0.9315
H 0.2708 -1.1224 -0.5526
H 0.0220 -2.8485 -0.6437
H -0.1300 -1.8958 -2.8637
H 1.2752 -2.9377 -2.8088
H 1.3081 0.1174 -2.5710
H 1.7882 -0.8253 -3.9892
H 2.7525 -0.9079 -2.5176
C 8.7875 5.1156 0.5646
C 10.2719 4.7932 0.6810
C 10.5477 3.2979 0.8301
C 9.9602 2.6588 2.0923
C 10.4178 3.2884 3.4093
C 11.9194 3.1713 3.6359
H 8.2368 4.8096 1.4574
H 8.6384 6.1900 0.4411
H 8.3462 4.6103 -0.2986
H 10.7052 5.3523 1.5160
H 10.7763 5.1497 -0.2230
H 11.6294 3.1332 0.8099
H 10.1477 2.7693 -0.0415
H 10.2215 1.5943 2.0999
H 8.8671 2.6952 2.0476
H 9.8976 2.7920 4.2351
H 10.1216 4.3416 3.4533
H 12.2267 2.1227 3.6521
H 12.1961 3.6199 4.5928
H 12.4878 3.6840 2.8576
C -4.6551 -1.2656 -1.8397
C -5.7147 -2.0839 -2.5668
C -7.1381 -1.6141 -2.2708
C -7.5620 -1.7341 -0.8036
C -7.4696 -3.1439 -0.2179
C -8.3818 -4.1414 -0.9191
H -4.7621 -1.3395 -0.7544
H -3.6553 -1.6228 -2.0947
H -4.7196 -0.2114 -2.1182
H -5.5965 -3.1434 -2.3178
H -5.5394 -1.9994 -3.6443
H -7.8354 -2.1790 -2.8973
H -7.2426 -0.5672 -2.5747
H -8.5942 -1.3777 -0.7069
H -6.9569 -1.0591 -0.1900
H -7.7421 -3.1026 0.8419
H -6.4365 -3.5056 -0.2519
H -9.4261 -3.8268 -0.8468
H -8.2920 -5.1274 -0.4572
H -8.1273 -4.2497 -1.9754
C -7.4434 -11.1938 -0.5751
C -7.7373 -9.7125 -0.3738
C -8.0631 -8.9855 -1.6776
C -6.9278 -8.9702 -2.7061
C -5.6180 -8.3521 -2.2141
C -5.7578 -6.8832 -1.8378
H -6.5717 -11.3491 -1.2156
H -7.2352 -11.6757 0.3821
H -8.2972 -11.7012 -1.0317
H -6.8934 -9.2361 0.1346
H -8.5957 -9.6177 0.2990
H -8.3566 -7.9568 -1.4462
H -8.9400 -9.4507 -2.1398
H -7.2663 -8.4220 -3.5930
H -6.7274 -9.9907 -3.0474
H -4.8674 -8.4428 -3.0061
H -5.2266 -8.9137 -1.3594
H -6.0941 -6.2955 -2.6960
H -4.7968 -6.4817 -1.5077
H -6.4700 -6.7400 -1.0228

=====

(2)
142
Properties=species:S:1:pos:R:3 method="wB97M-V/def2-TZVPD" lumo_ev=0.31
C -4.9772 0.2937 3.0294
C -3.5297 0.9454 2.7538
O -3.2481 1.8166 3.8338
S -1.7484 1.8821 4.4652
C -0.7712 2.7190 3.1505
O -1.7255 2.7017 5.6799
O -1.1621 0.5166 4.4210
H -5.8205 0.9763 3.1336
H -5.0178 -0.4365 3.8377
H -5.1690 -0.3748 2.1901
H -2.8150 0.1425 2.5736
H -3.4903 1.5371 1.8392
H -0.7405 2.0909 2.2602
H 0.2398 2.9351 3.4961
H -1.2865 3.6336 2.8574
C 5.5349 0.1233 -0.7613
C 4.5899 0.1144 0.4508
O 5.2965 0.3252 1.6869
S 4.5540 0.6773 3.0581
C 5.3044 -0.6193 4.1394
O 5.0586 1.9930 3.5644
O 3.1155 0.5072 2.9329
H 5.1428 0.6464 -1.6334
H 5.8606 -0.8876 -1.0064
H 6.4003 0.7051 -0.4438
H 3.8818 0.9283 0.2952
H 4.1404 -0.8721 0.5642
H 4.4890 -1.0839 4.6940
H 5.9720 -0.1372 4.8535
H 5.7704 -1.4004 3.5388
C 3.0565 -5.1616 5.3501
C 3.2692 -4.5138 4.0110
O 1.9724 -4.6715 3.4655
S 1.5988 -3.3531 2.4373
C 0.7739 -2.2242 3.6041
O 2.8478 -2.7141 1.9473
O 0.5585 -3.7412 1.4557
H 2.5172 -6.1072 5.4049
H 2.3252 -4.6402 5.9677
H 3.9728 -5.2119 5.9383
H 3.6694 -3.5213 4.2178
H 3.9991 -4.9982 3.3625
H 1.5096 -1.8909 4.3360
H -0.1075 -2.6592 4.0754
H 0.4321 -1.3752 3.0121
C -4.3495 -0.4852 -0.8096
C -5.2426 -1.3962 -1.5597
O -6.4860 -1.2362 -0.8903
S -7.6614 -0.1241 -1.4775
C -8.0935 -1.1070 -3.0020
O -8.7911 -0.0891 -0.5719
O -6.9626 1.1202 -1.9040
H -4.6152 0.5139 -1.1549
H -3.3652 -0.7909 -1.1643
H -4.4618 -0.6637 0.2599
H -5.2608 -1.0503 -2.5931
H -4.9012 -2.4313 -1.5506
H -7.7790 -2.1506 -3.0030
H -7.6731 -0.6065 -3.8743
H -9.1792 -1.1585 -3.0830
C -3.1776 3.1775 -3.2442
C -2.6304 4.4120 -3.8172
O -1.2317 4.4460 -3.6501
S -0.5301 5.8977 -3.0281
C -0.5502 6.8258 -4.6897
O -1.4571 6.4771 -2.0796
O 0.8592 5.6166 -2.6435
H -3.2425 3.2792 -2.1609
H -2.7278 2.2028 -3.4334
H -4.2461 3.1927 -3.4592
H -2.7547 4.2116 -4.8814
H -3.2483 5.3032 -3.7081
H -0.0954 6.0535 -5.3101
H 0.1790 7.6183 -4.5215
H -1.5375 7.1720 -4.9957
C -6.8240 -3.8312 2.7388
C -5.6806 -3.7398 1.7605
O -4.5064 -3.6945 2.5669
S -2.9986 -3.6995 1.8698
C -2.3846 -5.2838 2.7068
O -3.1662 -3.9205 0.4440
O -2.2878 -2.4998 2.3855
H -6.9289 -2.8369 3.1730
H -6.6962 -4.5933 3.5076
H -7.7501 -4.1250 2.2448
H -5.7214 -4.6331 1.1372
H -5.7176 -2.8044 1.2022
H -2.8969 -6.0701 2.1524
H -2.5602 -5.3612 3.7798
H -1.3077 -5.1760 2.5771
C 0.6794 1.5952 -0.8643
C 0.8552 0.5080 0.1743
C -0.4762 -0.3245 -0.0708
O -1.3998 0.7358 -0.2388
C -0.8506 1.8697 -0.9256
H 1.0772 1.1913 -1.7953
H 1.1806 2.5098 -0.5475
H 0.7636 0.9758 1.1546
H 1.6364 -0.2438 0.2863
H -0.7994 -0.9848 0.7339
H -0.3537 -0.9035 -0.9861
H -1.1292 2.8219 -0.4743
H -1.1729 1.8921 -1.9667
C 3.0190 0.5380 -3.7622
C 3.6302 -0.1685 -4.9128
C 3.3451 0.7963 -6.1036
O 3.5053 2.0805 -5.4563
C 3.2581 2.0646 -4.0104
H 3.4168 0.1682 -2.8171
H 1.9412 0.3751 -3.7621
H 3.2768 -1.1973 -4.9823
H 4.7062 -0.1643 -4.7392
H 2.3899 0.6631 -6.6115
H 4.1056 0.8808 -6.8799
H 2.5103 2.7477 -3.6076
H 4.1664 2.3291 -3.4691
C 3.4236 -3.2475 -1.2677
C 3.4634 -3.4470 -2.8451
C 3.2637 -4.9504 -2.9552
O 2.9457 -5.4997 -1.6390
C 2.4975 -4.3289 -0.9019
H 3.2457 -2.2373 -0.8988
H 4.3451 -3.5280 -0.7574
H 4.4278 -3.2293 -3.3040
H 2.6715 -2.9016 -3.3583
H 4.0928 -5.4806 -3.4240
H 2.4723 -5.0890 -3.6917
H 2.5010 -4.6158 0.1497
H 1.4425 -4.1558 -1.1142
C 2.5729 5.1945 1.4088
C 2.0783 5.2510 0.0238
C 3.1593 4.6208 -0.8657
O 3.7954 3.6990 0.0479
C 3.7334 4.1613 1.3876
H 1.8171 4.9742 2.1626
H 3.0797 6.1176 1.6901
H 1.7849 6.2722 -0.2195
H 1.1149 4.7485 -0.0618
H 3.9933 5.2984 -1.0480
H 2.8952 4.0711 -1.7691
H 4.6919 4.6572 1.5410
H 3.6065 3.3118 2.0587